Entry 1:
8
Properties=species:S:1:pos:R:3 method="wB97M-V/def2-TZVPD" max_force_ev_per_a=2.5 e_homo_ev=-8.78 e_tot_ha=-341.13561 de_lowest_kj_mol=265.7
O -2.191 0.428 1.009
C -1.074 0.278 0.924
C 0.071 0.396 -1.007
O -0.482 1.170 -1.697
C 0.952 -0.458 -0.448
O 1.313 -0.304 0.841
H 0.397 -0.068 1.292
H 1.014 -1.442 -0.915

---

Entry 2:
65
Properties=species:S:1:pos:R:3 method="wB97M-V/def2-TZVPD" max_force_ev_per_a=2.3 e_homo_ev=-9.14 e_tot_ha=-1459.16359
O 7.493 12.218 11.887
C 7.250 11.519 13.158
C 7.862 12.220 14.401
O 7.334 13.479 14.704
H 7.195 13.130 11.910
H 6.178 11.517 13.354
H 7.571 10.481 13.063
H 8.942 12.266 14.258
H 7.685 11.563 15.252
H 6.426 13.229 14.892
O 13.347 11.786 9.183
C 12.658 10.501 9.275
C 13.534 9.603 10.164
O 13.743 10.104 11.490
H 13.224 12.203 10.039
H 11.687 10.795 9.674
H 12.518 10.127 8.261
H 14.492 9.509 9.652
H 13.117 8.596 10.161
H 13.161 9.575 12.041
O 9.859 17.418 6.493
C 10.686 16.320 6.628
C 9.912 15.057 6.983
O 9.748 14.889 8.397
H 10.427 18.176 6.335
H 11.186 16.322 5.660
H 11.385 16.478 7.449
H 10.484 14.198 6.632
H 8.963 14.947 6.458
H 9.614 13.962 8.610
O 9.718 9.134 10.831
C 8.781 8.127 10.721
C 9.109 6.922 11.641
O 9.046 7.496 12.986
H 9.342 9.865 10.336
H 7.853 8.621 11.010
H 8.583 7.930 9.668
H 10.140 6.654 11.411
H 8.449 6.059 11.549
H 8.802 6.823 13.626
O 11.530 13.559 13.718
C 11.111 13.019 12.423
C 11.764 13.808 11.319
O 13.187 13.755 11.244
H 11.839 12.794 14.209
H 11.229 11.936 12.379
H 10.055 13.234 12.258
H 11.483 14.841 11.526
H 11.420 13.500 10.331
H 13.555 14.130 12.047
C 5.557 10.051 9.497
O 6.748 10.240 8.718
H 5.052 9.141 9.173
H 5.816 9.888 10.543
H 4.831 10.856 9.389
H 6.628 10.976 8.113
C 7.907 11.595 6.116
O 7.086 12.144 7.103
H 8.936 11.725 6.450
H 7.822 10.515 6.002
H 7.776 11.922 5.084
H 6.980 13.090 6.977
O 9.025 11.618 9.620
H 8.254 11.471 9.072
H 8.674 11.737 10.502

---

Entry 3:
48
Properties=species:S:1:pos:R:3 method="wB97M-V/def2-TZVPD" spin_multiplicity=2 max_force_ev_per_a=3.1 e_homo_ev="2.13 / 2.14" e_tot_ha=-2011.10793 total_charge=-2
Yb 0.015 0.466 0.749
C 2.295 1.026 2.079
C 2.734 0.157 1.034
C 2.641 0.865 -0.202
H 3.108 -0.856 1.159
C 2.117 2.167 0.072
C 1.901 2.264 1.481
H 1.526 3.135 2.015
H 2.274 0.788 3.143
H 2.969 0.500 -1.171
H 1.958 2.955 -0.662
C -2.460 0.907 1.603
C -1.682 2.040 1.990
C -1.351 2.764 0.808
H -1.403 2.313 3.014
C -1.933 2.092 -0.304
C -2.609 0.938 0.188
H -3.178 0.224 -0.417
H -2.884 0.159 2.281
H -0.781 3.696 0.764
H -1.927 2.442 -1.341
O 0.278 -1.194 -0.585
C -0.217 0.197 -4.104
C 0.365 -1.055 -3.420
C 0.604 1.406 -3.796
C -1.710 0.246 -3.924
C 0.517 -1.666 -1.838
H 1.408 -1.053 -3.784
H -0.221 -1.852 -3.915
H -0.084 -2.582 -1.925
H 1.596 -1.871 -1.855
H 0.839 2.054 -4.664
H 1.549 1.010 -3.339
H -0.003 1.979 -3.043
H -2.303 0.128 -4.853
H -1.923 1.218 -3.421
H -1.915 -0.626 -3.252
C -1.454 -2.821 2.805
C -0.226 -1.933 2.993
C 1.048 -2.640 3.434
O 0.153 -1.348 1.803
H -1.193 -3.686 2.177
H -2.250 -2.280 2.278
H -1.815 -3.163 3.782
H -0.481 -1.077 3.652
H 1.222 -3.487 2.749
H 1.906 -1.971 3.289
H 0.976 -2.977 4.470

---

Entry 4:
19
Properties=species:S:1:pos:R:3 method="wB97M-V/def2-TZVPD" max_force_ev_per_a=4.3 e_homo_ev=-8.85 e_tot_ha=-477.29815 de_lowest_kj_mol=246.1
C -2.426 -0.623 0.648
C -1.063 -0.729 0.068
C 0.024 -1.565 0.301
C 1.051 -0.718 -0.484
O 1.716 -1.264 -1.576
C 1.866 0.244 0.460
O 2.791 -0.183 1.101
N 1.267 1.404 0.529
C 0.075 1.605 -0.217
C -0.245 0.228 -0.805
H -2.507 0.061 1.495
H -2.719 -1.660 1.031
H -3.080 -0.242 -0.083
H 0.226 -2.536 0.791
H 2.610 -0.794 -1.708
H 1.555 2.183 1.148
H 0.221 2.434 -1.003
H -0.963 1.958 0.153
H -0.397 0.196 -1.851

---

Entry 5:
66
Properties=species:S:1:pos:R:3 method="wB97M-V/def2-TZVPD" max_force_ev_per_a=1.0 e_homo_ev=-9.18 e_tot_ha=-1604.32582 de_lowest_kj_mol=38.6
C 3.998 -1.275 -3.882
C 2.771 -2.027 -3.370
C 1.552 -1.709 -4.229
C 2.521 -1.767 -1.877
C 2.155 -0.327 -1.499
N 2.448 -0.122 -0.096
C 1.830 0.803 0.647
O 1.002 1.584 0.184
C 2.245 0.782 2.057
N 3.343 0.060 2.434
C 3.445 0.200 3.726
N 2.462 0.976 4.222
C 1.677 1.371 3.177
C 0.433 2.113 3.477
O 0.077 2.251 4.639
N -0.216 2.602 2.407
C -1.600 2.977 2.496
C -2.518 1.867 1.983
O -3.700 2.000 1.807
O -1.822 0.764 1.752
C -2.503 -0.399 1.258
C -2.691 -1.384 2.379
C -3.752 -1.238 3.263
C -3.902 -2.117 4.321
C -2.992 -3.145 4.504
C -1.929 -3.290 3.628
C -1.776 -2.410 2.571
C 0.645 -0.075 -1.694
O -0.191 -0.729 -1.124
O 0.451 0.866 -2.593
C -0.877 1.352 -2.932
C -0.619 2.405 -4.009
C -1.516 1.987 -1.701
C -1.740 0.219 -3.485
H 3.825 -0.202 -3.892
H 4.866 -1.481 -3.260
H 4.226 -1.586 -4.899
H 2.977 -3.101 -3.457
H 1.704 -2.070 -5.244
H 0.663 -2.188 -3.825
H 1.383 -0.637 -4.270
H 1.717 -2.419 -1.526
H 3.431 -2.036 -1.334
H 2.705 0.402 -2.105
H 3.138 -0.697 0.368
H 4.216 -0.242 4.325
H 2.259 1.230 5.178
H 0.133 2.333 1.479
H -1.842 3.162 3.548
H -1.798 3.886 1.922
H -1.854 -0.806 0.478
H -3.467 -0.088 0.840
H -4.458 -0.432 3.120
H -4.730 -1.999 5.005
H -3.111 -3.831 5.330
H -1.217 -4.089 3.771
H -0.947 -2.516 1.887
H -1.557 2.852 -4.324
H 0.031 3.182 -3.617
H -0.136 1.951 -4.872
H -2.460 2.454 -1.969
H -0.846 2.735 -1.284
H -1.696 1.233 -0.942
H -1.894 -0.546 -2.730
H -2.707 0.616 -3.784
H -1.263 -0.233 -4.353

---

Entry 6:
33
Properties=species:S:1:pos:R:3 method="wB97M-V/def2-TZVPD" max_force_ev_per_a=0.4 e_homo_ev=-1.43 e_tot_ha=-2665.65680 total_charge=-2 de_lowest_kj_mol=0.0
Cu 1.212 0.676 0.163
C 0.090 -3.098 3.637
C 0.005 -1.777 2.893
C -1.039 -0.861 3.533
O 1.287 -1.169 2.978
C -0.418 -1.990 1.407
O -1.177 -2.940 1.153
O 0.032 -1.124 0.600
H 0.378 -2.918 4.678
H 0.841 -3.738 3.171
H -0.870 -3.612 3.602
H -0.773 -0.674 4.578
H -2.032 -1.315 3.489
H -1.062 0.091 3.001
H 1.413 -0.674 2.148
O -1.976 2.809 -4.924
C -1.519 1.618 -4.960
O -1.595 0.832 -5.911
C -0.836 1.123 -3.709
C -0.301 -0.136 -3.598
N 0.227 -0.232 -2.368
N 0.082 0.881 -1.659
C -0.581 1.725 -2.442
C -0.935 3.085 -1.915
O -1.560 3.879 -2.751
O -0.646 3.414 -0.785
H -1.753 3.426 -3.712
H -0.286 -0.940 -4.314
H 0.663 -1.017 -1.910
C 3.002 1.085 0.877
H 2.951 1.849 1.666
H 3.636 1.494 0.077
H 3.540 0.228 1.305